Entry 1:
Here is 8 unconnected molecules or ions with the total composition C24H72O32P8 at a distorted geometry from OMol25. Energies are from wB97M-V/def2-TZVPD.

CARTESIAN COORDINATES (ANGSTROEM)
C1 12.724 -2.375 -1.301
O1 11.571 -3.259 -1.192
P1 10.460 -3.348 -2.389
O2 10.715 -2.348 -3.491
O3 10.438 -4.894 -2.811
C2 11.336 -5.361 -3.769
O4 9.089 -3.072 -1.478
C3 8.482 -4.219 -0.760
H1 12.834 -1.916 -0.319
H2 12.402 -1.589 -1.984
H3 13.576 -3.008 -1.553
H4 11.572 -4.574 -4.485
H5 10.717 -6.156 -4.186
H6 12.217 -5.817 -3.318
H7 7.578 -4.449 -1.322
H8 8.236 -3.884 0.248
H9 9.198 -5.034 -0.652
C4 -7.105 3.231 1.954
O5 -8.501 3.366 2.080
P2 -9.565 2.167 2.220
O6 -9.298 0.846 1.630
O7 -11.034 2.836 1.786
C5 -11.046 3.648 0.662
O8 -9.830 2.076 3.798
C6 -10.054 3.227 4.641
H10 -6.612 2.508 2.604
H11 -6.540 4.146 2.130
H12 -6.793 2.997 0.936
H13 -11.948 3.487 0.072
H14 -10.351 3.369 -0.131
H15 -10.886 4.708 0.860
H16 -9.052 3.559 4.911
H17 -10.847 3.042 5.366
H18 -10.429 4.041 4.020
C7 -2.440 9.766 4.442
O9 -2.494 10.672 3.401
P3 -1.141 11.097 2.652
O10 -0.036 11.559 3.562
O11 -1.761 12.204 1.625
C8 -1.206 13.491 1.483
O12 -0.906 9.630 1.864
C9 -0.912 9.535 0.470
H19 -1.527 9.192 4.286
H20 -3.295 9.103 4.577
H21 -2.482 10.321 5.379
H22 -0.234 13.414 0.995
H23 -1.268 14.123 2.368
H24 -1.655 13.992 0.626
H25 -0.192 10.296 0.168
H26 -1.936 9.705 0.140
H27 -0.736 8.569 -0.004
C10 4.573 -11.338 -3.795
O13 3.861 -10.544 -2.916
P4 2.354 -10.890 -2.425
O14 1.364 -10.841 -3.542
O15 2.508 -12.227 -1.587
C11 1.417 -12.999 -1.013
O16 2.280 -9.697 -1.281
C12 3.077 -9.431 -0.178
H28 4.155 -12.327 -3.988
H29 5.566 -11.279 -3.349
H30 4.700 -10.823 -4.747
H31 1.817 -14.007 -0.906
H32 0.584 -13.120 -1.706
H33 1.137 -12.827 0.026
H34 3.182 -10.332 0.427
H35 2.651 -8.527 0.257
H36 4.049 -9.061 -0.504
C13 5.623 -3.285 -9.008
O17 4.372 -3.771 -8.434
P5 4.358 -4.359 -6.938
O18 4.753 -5.741 -6.798
O19 5.208 -3.362 -6.052
C14 4.870 -1.989 -5.798
O20 2.819 -3.953 -6.450
C15 2.316 -4.692 -5.423
H37 5.718 -3.812 -9.958
H38 6.561 -3.372 -8.460
H39 5.525 -2.228 -9.252
H40 3.984 -1.735 -6.381
H41 5.579 -1.168 -5.904
H42 4.614 -1.779 -4.760
H43 2.811 -5.573 -5.015
H44 1.456 -5.139 -5.922
H45 1.970 -4.031 -4.628
C16 -5.169 -2.018 -5.201
O21 -5.207 -1.373 -6.442
P6 -5.552 0.201 -6.537
O22 -4.519 1.176 -6.175
O23 -6.158 0.405 -8.057
C17 -5.246 0.402 -9.155
O24 -6.913 0.300 -5.706
C18 -6.898 0.423 -4.296
H46 -4.671 -2.966 -5.404
H47 -6.177 -2.330 -4.925
H48 -4.697 -1.550 -4.337
H49 -5.302 -0.549 -9.685
H50 -4.198 0.459 -8.862
H51 -5.499 1.205 -9.848
H52 -7.542 -0.391 -3.965
H53 -7.314 1.373 -3.962
H54 -5.921 0.471 -3.814
C19 1.569 -0.974 1.185
O25 0.464 -0.245 1.665
P7 -0.377 0.664 0.590
O26 -1.500 0.045 -0.112
O27 -0.894 1.848 1.487
C20 0.001 2.698 2.227
O28 0.749 1.478 -0.462
C21 0.084 2.220 -1.602
H55 2.501 -1.049 1.744
H56 1.991 -0.571 0.264
H57 1.153 -1.979 1.110
H58 1.033 2.350 2.197
H59 -0.205 2.797 3.293
H60 0.036 3.689 1.774
H61 0.661 3.144 -1.616
H62 -0.945 2.519 -1.402
H63 0.220 1.750 -2.576
C22 -2.413 1.284 11.831
O29 -2.809 2.416 11.115
P8 -2.426 3.913 11.571
O30 -3.193 5.065 11.099
O31 -2.311 3.837 13.205
C23 -1.770 4.923 13.985
O32 -0.919 4.000 11.073
C24 -0.700 4.021 9.737
H64 -3.202 1.049 12.545
H65 -1.468 1.264 12.374
H66 -2.307 0.430 11.163
H67 -1.498 5.734 13.311
H68 -0.852 4.598 14.476
H69 -2.541 5.117 14.731
H70 0.328 4.319 9.531
H71 -1.287 4.855 9.352
H72 -1.033 3.194 9.109

Cartesian forces, eV/Å:
-1.43 -0.20 0.37
-0.57 -0.40 -0.94
0.03 2.34 0.96
-0.71 -2.01 1.92
-1.16 2.07 2.02
-0.20 -1.03 -0.92
1.62 -1.70 -1.34
0.45 1.10 -0.36
0.23 -0.20 0.01
0.87 -0.10 -0.37
0.10 0.55 -0.28
0.13 -0.24 -0.10
0.67 -0.11 -0.80
0.10 0.28 0.09
0.18 -0.45 0.21
-0.06 0.21 -0.16
-0.27 -0.10 -0.31
1.80 -0.32 -0.72
-0.92 -0.10 -0.07
-1.90 -0.17 1.20
0.30 1.31 0.14
2.52 -0.74 0.99
-0.25 0.49 -2.32
-0.07 -0.45 -0.36
0.34 0.54 -1.91
-0.64 -0.33 0.19
-0.88 0.53 0.39
-0.46 -0.39 -0.15
-0.63 0.25 0.68
0.82 -0.21 0.36
-0.16 -0.04 0.30
-0.36 -0.09 1.09
0.73 -0.38 0.31
-0.22 0.10 -0.11
0.62 -0.70 1.63
-0.47 1.65 -1.74
-0.01 -0.43 0.88
-1.73 -0.93 -2.10
0.28 -2.07 0.91
0.84 0.70 -1.54
0.27 1.39 2.06
-0.67 1.09 -0.99
-0.11 -0.38 0.85
-0.22 -0.03 -1.10
0.75 0.01 0.17
0.75 -0.07 1.10
0.25 -0.34 -0.02
-1.18 -0.08 0.37
-0.23 -0.25 -1.10
0.02 0.74 -0.37
0.84 -0.32 1.01
1.53 0.27 -0.95
-2.57 0.03 1.63
0.67 2.75 -0.27
1.05 -0.29 2.28
-0.54 -0.15 0.51
0.62 -1.55 -0.54
-2.01 -1.54 -2.98
0.97 0.46 -0.28
0.21 -0.06 0.35
0.26 -1.12 -0.25
-0.40 0.00 -0.21
0.29 -0.09 -0.37
-0.08 0.63 0.16
-0.03 1.30 -0.26
-0.03 0.40 0.50
-0.33 -0.55 0.75
0.41 -0.47 -0.09
-0.45 0.13 -1.02
0.71 0.26 1.10
-1.95 2.09 -0.13
0.22 -0.66 0.23
1.37 0.86 0.48
-1.53 0.63 0.24
4.15 0.55 -2.75
-3.05 -1.60 1.03
0.14 -0.06 0.12
-0.45 -0.53 0.60
-0.33 0.03 0.17
0.05 0.10 -0.04
1.04 -0.92 -1.05
-0.32 -1.01 0.30
1.01 0.43 -0.20
-0.71 -0.24 0.79
0.12 -0.08 0.13
-0.38 -2.00 0.49
0.39 1.92 -0.96
-1.40 0.28 -1.26
0.07 -0.66 0.08
0.80 -0.58 2.03
0.42 -0.55 -0.37
0.69 0.34 -0.95
-0.53 0.40 0.81
0.31 0.09 0.20
-0.21 0.31 0.16
0.18 0.54 -0.45
-0.39 -0.06 -0.04
-0.05 0.48 0.29
-0.01 0.03 0.25
0.34 0.10 0.56
-0.48 0.07 -0.46
0.25 -0.70 -0.37
0.59 -1.53 -1.07
-0.24 2.52 -0.94
1.21 1.13 -1.17
0.62 -0.23 0.11
0.14 0.55 1.08
1.02 0.24 -0.25
-2.53 -1.45 0.81
1.21 0.41 1.28
-0.61 0.55 1.33
-0.69 -0.18 -0.49
0.64 -0.22 -0.62
-0.02 -0.34 -0.24
-0.79 -0.32 -0.20
-0.38 -0.04 -0.04
0.02 0.02 -0.11
-0.03 -0.59 0.09
-0.18 -0.52 0.42
-0.20 -1.87 0.85
-0.21 2.03 0.06
0.52 -0.02 1.82
-0.46 -0.76 -0.26
0.17 -0.85 -2.04
-0.03 -0.46 -0.50
0.17 -1.03 2.93
0.09 2.03 -3.06
0.07 -0.10 0.08
0.14 1.02 -0.05
-0.35 0.22 -0.39
-0.40 0.36 0.38
-0.09 -0.22 0.01
0.25 0.59 -0.15
0.12 -0.54 0.12
-0.06 0.26 -0.42
0.26 -0.69 0.62

The relative energy (zero: lowest compared OMol25 entry of this formula, charge and spin) comes out at 173.75 kcal/mol. The multiplicity is 1. The total energy is -6096.62773 hartree. The calculation puts the HOMO energy at -10.42 eV. For the LUMO energy, the calculation gives 0.2 eV. As for the SMILES: COP(=O)(OC)OC.COP(=O)(OC)OC.COP(=O)(OC)OC.COP(=O)(OC)OC.COP(=O)(OC)OC.COP(=O)(OC)OC.COP(=O)(OC)OC.COP(=O)(OC)OC.

***

Entry 2:
Here is a gas-phase ion, C4H10N (charge +1) from OMol25. Energies are from wB97M-V/def2-TZVPD.

CARTESIAN COORDINATES (ANGSTROEM)
C1 -0.175 -1.581 0.951
C2 0.748 -0.758 0.052
C3 0.260 0.623 -0.197
C4 0.249 1.678 0.591
N1 -0.614 0.746 -1.436
H1 0.368 -2.401 1.415
H2 -0.549 -0.977 1.781
H3 -1.010 -1.962 0.369
H4 1.704 -0.684 0.546
H5 1.007 -1.273 -0.875
H6 0.793 1.657 1.532
H7 -0.230 2.629 0.375
H8 -0.742 1.722 -1.695
H9 -1.533 0.377 -1.180
H10 -0.277 0.203 -2.230

Cartesian forces, eV/Å:
-0.14 0.16 0.01
0.65 -0.13 0.28
-0.81 0.32 -0.35
0.59 0.23 0.34
-0.15 -0.18 0.67
-0.03 -0.20 -0.27
-0.05 0.04 -0.17
-0.22 -0.23 0.19
0.39 0.28 0.27
-0.29 -0.04 -0.14
-0.07 -0.14 -0.16
-0.05 -0.20 -0.20
0.08 0.06 -0.17
-0.10 -0.05 -0.21
0.19 0.07 -0.08

The relative energy (zero: lowest compared OMol25 entry of this formula, charge and spin) comes out at 22.89 kcal/mol. The multiplicity is 1. The total energy is -212.88388 hartree. The calculation puts the HOMO energy at -15.04 eV. Its charge is +1. For the LUMO energy, the calculation gives -3.7 eV. As for the SMILES: C=C([NH3+])CC.

***

- Among the records above, which one has the lowest relative energy (zero: lowest compared OMol25 entry of this formula, charge and spin)?
  C4H10N